1.
Density functional theory data (the ωB97M-V functional and the def2-TZVPD basis) for a 8-piece molecular cluster, C16H20Cl28NO overall.

```
66
C16H20Cl28NO | the OMol25 dataset | the ωB97M-V functional and the def2-TZVPD basis
C 2.9994 -1.0612 0.9524
O 2.0895 -1.3852 -0.0762
C 1.8918 -0.3176 -0.9871
C 1.2835 0.9360 -0.3439
C 0.4954 1.7814 -1.3685
C -0.9784 2.0905 -1.0201
C -1.3627 2.2629 0.4641
C -2.4305 1.2484 0.9311
C -1.9899 -0.2256 0.8946
C -2.1017 -0.9667 -0.4655
N -2.5796 -2.3124 -0.3100
H 3.8451 -0.4759 0.5692
H 2.4938 -0.5270 1.7637
H 3.3782 -2.0053 1.3534
H 2.8544 -0.0709 -1.4656
H 1.2124 -0.6939 -1.7544
H 2.0985 1.5508 0.0562
H 0.6706 0.6024 0.4930
H 1.0587 2.6912 -1.5965
H 0.4792 1.2012 -2.2995
H -1.2337 3.0202 -1.5451
H -1.5994 1.3201 -1.4738
H -0.5113 2.2296 1.1488
H -1.7986 3.2645 0.5831
H -2.6582 1.4934 1.9736
H -3.3544 1.3724 0.3561
H -2.6585 -0.7930 1.5550
H -0.9819 -0.3520 1.3066
H -2.7626 -0.3257 -1.1061
H -1.0981 -0.9280 -0.9500
H -2.0264 -2.9124 -0.9216
C -1.7443 0.7117 -5.1238
Cl -1.4013 -0.3853 -3.7972
Cl -3.1294 1.7199 -4.7050
Cl -0.3442 1.7556 -5.4334
Cl -2.1145 -0.2233 -6.5832
C -4.2783 5.9067 -4.6660
Cl -2.5447 5.8353 -4.3430
Cl -4.9939 7.2497 -3.7637
Cl -4.5457 6.1565 -6.3964
Cl -5.0279 4.3934 -4.1663
C 5.2878 -1.6517 4.2214
Cl 6.1913 -0.4619 3.2766
Cl 3.7166 -0.9858 4.6638
Cl 5.0657 -3.1160 3.2611
Cl 6.1964 -2.0433 5.6899
C -5.7153 -1.7524 -3.8120
Cl -4.6708 -2.3663 -2.5327
Cl -6.2343 -0.1019 -3.4205
Cl -4.8050 -1.7422 -5.3376
Cl -7.1684 -2.7645 -4.0120
C -4.9569 1.0050 4.2006
Cl -5.9628 -0.0551 3.2183
Cl -3.3619 0.2817 4.3971
Cl -4.8155 2.5809 3.4101
Cl -5.7033 1.2249 5.7971
C 9.6177 -2.4970 8.3100
Cl 10.3163 -1.9828 9.8496
Cl 7.8564 -2.4231 8.4097
Cl 10.1750 -1.4276 7.0209
Cl 10.1181 -4.1541 7.9600
C 2.8378 -4.0773 -2.4593
Cl 3.7055 -2.8357 -3.3804
Cl 1.1962 -3.5530 -2.1624
Cl 2.8372 -5.5891 -3.3859
Cl 3.6756 -4.3444 -0.9225
```

Values from the calculation:
Multiplicity: 1
LUMO energy (eV): 1.18
Net charge: -1
Total energy (eV): -371078.33813
Strongest force on any atom (eV/A): 0.9
Kohn-Sham gap (eV): 3.37

***

2.
Density functional theory data (the ωB97M-V functional and the def2-TZVPD basis) for C10F30Li2N5O20S10 as an isolated structure at a distorted geometry.

```
77
C10F30Li2N5O20S10 | the OMol25 dataset | the ωB97M-V functional and the def2-TZVPD basis
Li 2.2001 -0.3743 1.5303
Li 2.2944 -3.0553 0.7942
C -0.7244 -0.1889 6.5261
F 0.4384 -0.2883 5.9440
F -1.5496 -1.0136 5.8907
F -0.6857 -0.5486 7.8137
S -1.6807 1.5564 6.3716
O -2.7063 1.6918 7.3880
O -0.6258 2.5241 6.4199
N -2.2799 1.6207 4.7840
S -3.7774 1.1563 4.8491
O -4.0594 -0.1900 5.2727
O -4.7078 2.0913 5.4672
C -4.1762 1.0871 2.9741
F -5.4752 1.3262 2.7559
F -3.4411 1.9766 2.2867
F -3.8469 -0.1016 2.5029
C 5.3954 -2.2707 2.8031
F 6.5287 -2.8719 3.1263
F 4.3831 -2.8158 3.4616
F 5.4282 -0.9756 3.0212
S 4.9827 -2.5630 0.9492
O 6.2566 -2.4151 0.2728
O 4.4098 -3.8815 0.8940
N 3.7740 -1.2825 0.7322
S 4.6298 -0.1185 0.0522
O 3.6695 0.9695 0.1418
O 5.9423 0.2385 0.5210
C 4.7005 -0.6146 -1.8105
F 4.8114 -1.9265 -1.9622
F 3.6499 -0.1641 -2.4401
F 5.7747 0.0217 -2.3105
C 0.3872 -0.6722 -1.0403
F 0.6151 -1.5173 -2.0085
F 1.5123 -0.1585 -0.5204
F -0.4248 0.2838 -1.4178
S -0.4674 -1.6784 0.3957
O -1.5081 -0.7651 0.8312
O -0.8846 -2.9427 -0.1383
N 0.8717 -1.8940 1.5004
S -0.0532 -2.1291 2.7854
O -0.4103 -0.8713 3.4367
O -1.1847 -3.0533 2.7666
C 1.2163 -2.9564 3.9518
F 0.5695 -3.6113 4.8760
F 2.0176 -3.7923 3.2517
F 1.9487 -1.9808 4.4914
C 0.5437 5.6170 -2.0229
F 1.7658 5.9875 -1.6758
F -0.3357 6.1069 -1.1325
F 0.3046 6.1171 -3.2320
S 0.4496 3.6713 -2.0624
O 1.7927 3.2631 -1.6601
O -0.6370 3.2562 -1.2189
N 0.0053 3.2969 -3.7137
S 1.4242 2.8817 -4.2800
O 2.3783 3.9743 -4.3356
O 1.8382 1.5354 -4.0124
C 1.0307 2.7589 -6.1413
F 2.0976 2.3206 -6.8681
F -0.0947 1.9751 -6.3062
F 0.6147 3.9070 -6.6471
C -5.2053 -0.0052 -1.4556
F -5.6646 -1.1085 -0.8558
F -6.1080 0.5420 -2.2357
F -4.7945 0.8305 -0.5163
S -3.6132 -0.4422 -2.4923
O -3.0256 0.8535 -2.7448
O -2.7735 -1.3547 -1.7298
N -4.2205 -1.0469 -3.9776
S -3.0214 -1.9483 -4.4114
O -1.7052 -1.3308 -4.3820
O -3.1208 -3.2197 -3.7166
C -3.3775 -2.2817 -6.2648
F -2.6280 -3.3484 -6.5394
F -4.6773 -2.4150 -6.5257
F -2.9807 -1.2545 -7.0278
```

Values from the calculation:
Multiplicity: 1
LUMO energy (eV): 4.28
Net charge: -3
Total energy (eV): -249053.29802
Strongest force on any atom (eV/A): 5.9
Kohn-Sham gap (eV): 6.77
ΔE to the lowest compared entry with this formula, charge and spin (kJ/mol): 652.9

***

3.
Density functional theory data (the ωB97M-V functional and the def2-TZVPD basis) for a 2-piece molecular cluster, C3H10S3 overall at a distorted geometry.

```
16
C3H10S3 | the OMol25 dataset | the ωB97M-V functional and the def2-TZVPD basis
C 0.8943 2.4902 -0.5119
S 2.5689 1.8547 -0.7571
S 2.7356 0.3423 0.5450
H 0.2781 2.1494 -1.3412
H 0.5043 2.1387 0.4400
H 1.0171 3.5728 -0.4955
H 3.6953 -0.1681 -0.2535
C -0.9233 -0.4692 -0.2074
C -1.5654 -1.8292 0.0366
S -0.9134 -2.5277 1.6110
H -1.2892 0.2998 0.4231
H 0.0629 -0.5478 0.2768
H -0.9347 -0.1457 -1.2456
H -1.3653 -2.5282 -0.7637
H -2.6495 -1.8049 0.1341
H -2.1157 -2.8272 2.1094
```

Values from the calculation:
Multiplicity: 2
LUMO energy (alpha / beta) (eV): -4.93 / -8.09
Net charge: +1
Total energy (eV): -35770.03217
Expectation value of S²: 0.75
Strongest force on any atom (eV/A): 1.6
Kohn-Sham gap (alpha / beta) (eV): 6.87 / 3.71
ΔE to the lowest compared entry with this formula, charge and spin (kJ/mol): 17.0

***

4.
Density functional theory data (the ωB97M-V functional and the def2-TZVPD basis) for a 2-piece molecular cluster, C4H11NO2 overall at a distorted geometry.

```
18
C4H11NO2 | the OMol25 dataset | the ωB97M-V functional and the def2-TZVPD basis
C 0.1191 -1.1254 0.9968
C -0.9210 -1.9659 -1.3413
C 0.8339 2.2350 1.0337
C 0.0458 -1.0724 -0.4914
N -0.9873 1.5580 -0.2108
O 0.9899 -0.4704 -1.1911
O 0.3752 1.9455 -0.2444
H 0.4519 -2.1759 1.3427
H 0.8918 -0.4616 1.2025
H -0.8123 -0.9742 1.4086
H -1.2472 -1.5554 -2.3076
H -1.8328 -2.0937 -0.6692
H -0.5570 -3.0094 -1.6625
H 1.8619 1.7995 1.2706
H 0.1065 1.8510 1.7108
H 0.8083 3.3677 1.0178
H -1.3219 1.7390 -1.0926
H 1.1951 0.4086 -0.7724
```

Values from the calculation:
Multiplicity: 1
LUMO energy (alpha / beta) (eV): 0.91 / -0.03
Net charge: 0
Total energy (eV): -9905.86717
Strongest force on any atom (eV/A): 4.2
Kohn-Sham gap (alpha / beta) (eV): 9.65 / 6.28
ΔE to the lowest compared entry with this formula, charge and spin (kJ/mol): 615.1

***

5.
Density functional theory data (the ωB97M-V functional and the def2-TZVPD basis) for a 5-piece molecular cluster, CH14N2O4 overall at a distorted geometry.

```
21
CH14N2O4 | the OMol25 dataset | the ωB97M-V functional and the def2-TZVPD basis
N -2.0577 2.3108 1.0424
C -1.9826 0.8922 0.6977
N -2.2017 0.4852 -0.6496
H -1.2694 2.8109 0.6707
H -2.8706 2.6889 0.5524
H -2.7128 0.3818 1.3566
H -1.0212 0.5686 1.0988
H -2.5543 1.1400 -1.3215
H -1.5764 -0.1631 -1.0842
H -0.4437 -2.8109 -0.0127
H 0.4416 -1.9136 0.9509
O -0.4007 -2.3385 0.8276
H 2.1474 -0.4173 0.5790
H 2.5385 -0.5332 2.0681
O 2.4395 -1.0500 1.2427
H 2.1813 -2.1790 -1.8471
H 1.4648 -0.9724 -1.3870
O 1.9946 -1.2807 -2.1294
H 1.6020 1.1067 -1.6324
H 0.4918 1.7172 -0.8316
O 1.3764 1.3217 -0.7180
```

Values from the calculation:
Multiplicity: 1
LUMO energy (eV): 0.28
Net charge: 0
Total energy (eV): -12434.02457
Structure (SMILES): NCN.O.O.O.O
Strongest force on any atom (eV/A): 2.1
Kohn-Sham gap (eV): 9.39
ΔE to the lowest compared entry with this formula, charge and spin (kJ/mol): 99.1